(1)
Here is a structure of composition C22H50ClF3I2N4O8P3S from the Open Molecules 2025 dataset. Energies are from ωB97M-V with the def2-TZVPD basis set.

Output
**Net charge**: -1
**Orbital gap**: 5.126 eV
**LUMO level**: 1.745 eV

```
94
C22H50ClF3I2N4O8P3S | the Open Molecules 2025 dataset | ωB97M-V with the def2-TZVPD basis set
C 0.58 3.92 -1.47
C -0.41 2.81 -1.18
I -2.02 3.23 -2.74
C -1.11 2.65 0.14
I -2.15 4.50 0.78
P -0.22 1.48 1.60
O -1.68 1.73 2.50
C 0.55 0.36 2.96
C -0.04 0.48 4.37
C 1.03 0.09 5.41
S 0.17 -0.41 6.95
C -1.11 -0.06 0.73
C -1.27 -0.52 -0.73
O -2.09 0.29 -1.56
C -0.14 -1.16 -1.55
F 0.37 -2.26 -1.00
F -0.77 -1.65 -2.71
F 0.81 -0.35 -2.02
P 0.56 3.35 2.79
C 1.64 4.50 1.85
O 1.74 2.78 3.89
P 1.74 1.29 0.41
O 2.90 1.91 1.44
Cl 2.42 -0.75 0.59
H 1.56 3.68 -1.07
H 0.71 4.00 -2.55
H 0.24 4.90 -1.13
H -0.02 1.87 -1.55
H -2.02 2.08 -0.03
H -2.07 0.93 2.84
H 1.62 0.56 3.04
H 0.52 -0.70 2.69
H -0.88 -0.21 4.51
H -0.35 1.49 4.63
H 1.61 0.98 5.66
H 1.69 -0.70 5.06
H 1.10 -0.16 7.88
H -2.16 0.09 0.97
H -0.90 -0.98 1.28
H -1.88 -1.43 -0.63
H -1.62 0.61 -2.33
H 2.29 4.98 2.59
H 1.10 5.33 1.40
H 2.30 4.09 1.08
H 2.62 2.97 3.54
H 3.76 1.61 1.11
C -2.16 -4.36 1.15
O -3.14 -3.82 1.63
N -2.18 -5.53 0.48
C -0.97 -6.12 -0.07
C -3.44 -6.21 0.29
H -1.15 -3.92 1.23
H -1.05 -6.22 -1.15
H -0.81 -7.11 0.37
H -0.11 -5.49 0.17
H -4.14 -5.56 -0.26
H -3.89 -6.45 1.25
H -3.28 -7.12 -0.28
C 2.76 6.63 5.21
O 2.13 6.30 4.22
N 2.79 5.97 6.39
C 3.56 6.44 7.51
C 2.00 4.75 6.54
H 3.36 7.56 5.24
H 4.30 5.70 7.80
H 2.91 6.65 8.36
H 4.08 7.36 7.24
H 2.30 4.00 5.81
H 0.94 4.96 6.37
H 2.14 4.36 7.55
C -0.26 0.73 -5.71
O 0.16 1.78 -5.27
N -1.01 0.62 -6.83
C -1.50 -0.65 -7.31
C -1.33 1.83 -7.57
H -0.08 -0.24 -5.21
H -1.12 -0.86 -8.31
H -2.59 -0.65 -7.34
H -1.17 -1.45 -6.64
H -0.41 2.33 -7.89
H -1.88 2.53 -6.93
H -1.93 1.58 -8.43
C -1.42 -7.02 -4.28
O -1.80 -6.78 -3.14
N -0.49 -6.30 -4.94
C -0.08 -6.64 -6.29
C 0.12 -5.16 -4.28
H -1.82 -7.86 -4.86
H 0.99 -6.86 -6.31
H -0.28 -5.81 -6.96
H -0.63 -7.52 -6.63
H 0.62 -5.48 -3.36
H -0.64 -4.43 -4.01
H 0.85 -4.70 -4.94
```

=====

(2)
Here is a structure of composition C22H50EuP2Si2 from the Open Molecules 2025 dataset. Energies are from ωB97M-V with the def2-TZVPD basis set.

Output
**Orbital gap (spin up / spin down)**: 3.757 / 3.799 eV
**LUMO level (spin up / spin down)**: -0.502 / -0.530 eV
**2S+1**: 8

```
77
C22H50EuP2Si2 | the Open Molecules 2025 dataset | ωB97M-V with the def2-TZVPD basis set
P -1.97 1.89 -0.88
P 0.40 -1.12 1.25
C -1.78 0.07 -0.56
C -1.36 -0.54 0.85
H -1.25 -0.45 -1.41
H -2.81 -0.29 -0.69
H -1.64 0.17 1.67
H -2.01 -1.44 0.96
C 0.61 -2.44 -0.03
H 1.66 -2.62 -0.25
H 0.07 -2.21 -0.96
H 0.21 -3.35 0.41
C 0.31 -2.12 2.80
H -0.01 -3.17 2.58
H -0.40 -1.62 3.49
H 1.33 -2.16 3.24
C -3.02 1.75 -2.38
H -2.95 2.69 -2.94
H -4.08 1.59 -2.11
H -2.65 0.91 -2.99
C -3.24 2.36 0.33
H -2.96 1.94 1.30
H -4.22 1.95 0.01
H -3.34 3.45 0.39
Eu 0.79 0.44 -1.15
C -3.06 -3.36 1.45
C -2.57 -3.82 0.28
C -3.49 -4.25 -0.84
C -4.62 -3.28 -1.26
C -4.41 -1.82 -0.97
C -4.72 -1.20 0.19
C -5.26 -1.97 1.36
C -4.50 -3.25 1.83
C 0.09 2.95 -0.74
H -2.38 -3.15 2.29
H -1.53 -4.15 0.18
H -3.92 -5.23 -0.56
H -2.86 -4.40 -1.73
H -4.63 -3.34 -2.37
H -5.60 -3.63 -0.86
H -4.09 -1.27 -1.87
H -4.89 -0.12 0.23
H -6.31 -2.25 1.13
H -5.31 -1.27 2.22
H -4.52 -3.20 2.94
H -5.07 -4.14 1.51
H 1.04 2.84 -0.12
H -0.53 3.71 -0.23
H 0.35 3.37 -1.74
C 2.65 1.59 2.22
Si 3.92 0.80 1.08
C 5.59 1.58 1.53
C 4.07 -1.04 1.45
C 3.52 1.02 -0.69
Si 4.05 2.50 -1.64
C 5.86 2.34 -2.15
C 3.06 2.72 -3.23
C 3.97 4.09 -0.64
H 3.13 1.69 3.21
H 1.72 1.02 2.37
H 2.36 2.60 1.90
H 5.78 1.32 2.58
H 6.42 1.19 0.93
H 5.63 2.68 1.44
H 3.16 -1.63 1.32
H 4.84 -1.48 0.80
H 4.41 -1.17 2.49
H 3.74 0.09 -1.26
H 6.03 1.38 -2.65
H 6.10 3.16 -2.84
H 6.54 2.39 -1.28
H 2.19 3.37 -3.11
H 3.73 3.21 -3.96
H 2.73 1.77 -3.69
H 2.96 4.53 -0.67
H 4.28 4.02 0.41
H 4.66 4.79 -1.14
```

=====

(3)
Here is a cluster of 4 separate species, C22H50N2O6 in total from the Open Molecules 2025 dataset. Energies are from ωB97M-V with the def2-TZVPD basis set.

Output
**Orbital gap**: 8.150 eV
**Energy above the lowest of the compared OMol25 structures with the same formula, charge and spin**: 0.0 kJ/mol
**LUMO level**: 0.445 eV
**Structure (SMILES)**: CC1(C)CCCC(C)(C)N1O.CC1(C)CCCC(C)(C)N1O.OCCO.OCCO

```
80
C22H50N2O6 | the Open Molecules 2025 dataset | ωB97M-V with the def2-TZVPD basis set
C -5.09 0.99 -4.58
C -4.67 1.66 -3.27
C -4.85 3.19 -3.46
C -5.68 1.30 -2.16
C -5.38 -0.04 -1.46
C -3.93 -0.08 -1.00
C -2.97 0.17 -2.14
C -1.55 0.27 -1.55
C -2.94 -1.06 -3.06
N -3.31 1.39 -2.82
O -2.41 1.69 -3.88
H -4.39 1.22 -5.38
H -5.27 -0.08 -4.50
H -6.03 1.44 -4.91
H -4.35 3.54 -4.36
H -5.90 3.45 -3.47
H -4.29 3.68 -2.65
H -5.74 2.08 -1.40
H -6.68 1.25 -2.60
H -6.01 -0.08 -0.57
H -5.63 -0.81 -2.19
H -3.79 -1.05 -0.51
H -3.81 0.57 -0.12
H -0.82 0.34 -2.36
H -1.30 -0.67 -1.05
H -1.52 1.14 -0.89
H -2.23 -0.97 -3.89
H -3.90 -1.35 -3.50
H -2.73 -2.00 -2.54
H -1.97 2.48 -3.56
C 3.86 -1.38 3.26
C 3.66 -1.92 4.68
C 4.50 -3.18 4.94
C 4.14 -0.83 5.68
C 3.15 0.22 6.16
C 1.84 -0.45 6.52
C 1.23 -1.39 5.49
C 0.22 -2.26 6.21
C 0.57 -0.59 4.35
N 2.25 -2.26 4.91
O 1.80 -3.26 4.04
H 3.67 -2.05 2.42
H 3.24 -0.51 3.03
H 4.91 -1.09 3.19
H 4.70 -3.66 3.98
H 5.43 -2.97 5.46
H 3.98 -3.92 5.54
H 4.54 -1.32 6.57
H 5.01 -0.44 5.14
H 3.59 0.93 6.85
H 2.91 0.80 5.25
H 1.08 0.31 6.69
H 1.95 -1.07 7.42
H 0.80 -2.87 6.92
H -0.26 -3.02 5.59
H -0.49 -1.71 6.84
H 0.14 -1.31 3.64
H 1.28 0.06 3.85
H -0.28 0.02 4.68
H 1.61 -2.79 3.21
O 3.65 1.57 -5.23
C 3.02 1.72 -6.51
C 1.57 1.34 -6.43
O 0.75 2.45 -6.11
H 4.34 2.24 -5.19
H 3.13 2.73 -6.90
H 3.52 1.04 -7.20
H 1.43 0.56 -5.67
H 1.27 0.82 -7.34
H 0.20 2.23 -5.35
O 2.64 -0.33 -2.27
C 2.08 0.80 -1.61
C 1.65 0.42 -0.22
O 2.76 -0.12 0.47
H 2.90 -0.03 -3.15
H 2.81 1.62 -1.58
H 1.22 1.15 -2.19
H 0.93 -0.40 -0.30
H 1.15 1.25 0.26
H 3.07 -0.79 -0.13
```

=====

(4)
Here is a structure of composition C22H50N3OP3Zr from the Open Molecules 2025 dataset. Energies are from ωB97M-V with the def2-TZVPD basis set.

Output
**Net charge**: +4
**Orbital gap**: 3.439 eV
**Energy above the lowest of the compared OMol25 structures with the same formula, charge and spin**: 0.0 kJ/mol
**LUMO level**: -15.043 eV

```
80
C22H50N3OP3Zr | the Open Molecules 2025 dataset | ωB97M-V with the def2-TZVPD basis set
Zr 0.95 0.50 -0.50
P 0.68 -1.77 0.90
P 2.92 0.79 1.31
P 0.47 -1.11 -2.58
H -4.30 2.61 -0.75
C -3.43 2.75 -1.41
C -3.45 1.78 -2.52
H -4.10 0.91 -2.47
C 0.19 -1.49 2.64
C 2.13 -2.87 1.07
C -0.60 -3.00 0.44
C 3.44 2.55 1.31
C 3.06 0.44 3.10
C 4.44 -0.01 0.67
C -1.27 -1.34 -3.11
C 1.16 -2.81 -2.66
C 1.19 -0.46 -4.12
H -3.35 3.81 -1.70
H -2.93 2.03 -3.45
H -0.89 -1.37 2.72
H 0.67 -0.59 3.05
H 0.51 -2.35 3.24
H 2.89 -2.43 1.73
H 2.58 -3.05 0.08
H 1.79 -3.83 1.49
H -1.57 -2.72 0.87
H -0.31 -3.98 0.84
H -0.72 -3.09 -0.65
H 4.41 2.63 1.82
H 2.70 3.16 1.85
H 3.53 2.94 0.30
H 4.06 0.75 3.43
H 2.94 -0.63 3.31
H 2.31 1.00 3.66
H 5.30 0.42 1.20
H 4.54 0.18 -0.41
H 4.40 -1.09 0.84
H -1.27 -1.66 -4.16
H -1.83 -0.40 -3.02
H -1.77 -2.11 -2.50
H 1.12 -3.15 -3.71
H 0.62 -3.52 -2.03
H 2.22 -2.79 -2.35
H 0.95 -1.16 -4.94
H 2.28 -0.38 -4.03
H 0.78 0.53 -4.35
C 2.84 2.20 -2.45
C 4.23 2.37 -2.47
C 4.77 3.36 -3.30
C 3.94 4.11 -4.14
C 2.56 3.90 -4.15
C 2.00 2.96 -3.29
O 2.29 1.30 -1.58
H -2.51 2.48 -0.79
H 4.86 1.74 -1.84
H 5.84 3.53 -3.30
H 4.38 4.86 -4.79
H 1.92 4.47 -4.82
H 0.92 2.77 -3.25
C -0.27 3.29 2.68
N -1.48 2.50 2.50
C -2.67 2.99 3.20
C -1.55 1.62 1.48
N -0.61 1.67 0.49
N -2.51 0.67 1.45
C -3.21 0.23 2.65
C -2.74 -0.13 0.24
H -0.37 3.86 3.61
H -0.12 4.01 1.85
H 0.62 2.64 2.77
H -3.56 2.98 2.55
H -2.87 2.41 4.11
H -2.48 4.02 3.51
H -0.23 2.63 0.44
H -3.53 -0.81 2.50
H -2.55 0.26 3.53
H -4.11 0.83 2.83
H -1.86 -0.75 0.00
H -3.60 -0.78 0.42
H -2.95 0.50 -0.63
```

=====

(5)
Here is a structure of composition C22H51BMnN4O2Si2 from the Open Molecules 2025 dataset. Energies are from ωB97M-V with the def2-TZVPD basis set.

Output
**Net charge**: +1
**Orbital gap (spin up / spin down)**: 8.252 / 8.841 eV
**Energy above the lowest of the compared OMol25 structures with the same formula, charge and spin**: 131.3 kJ/mol
**LUMO level (spin up / spin down)**: -2.179 / -1.985 eV
**2S+1**: 5

```
83
C22H51BMnN4O2Si2 | the Open Molecules 2025 dataset | ωB97M-V with the def2-TZVPD basis set
O -1.37 -2.54 -1.25
O -3.06 -1.82 -2.70
C -0.24 -3.20 -1.94
C 1.05 -3.04 -1.16
H -0.17 -2.76 -2.93
H -0.47 -4.28 -2.06
H 1.38 -2.00 -1.19
H 1.82 -3.67 -1.62
H 0.94 -3.36 -0.13
C -1.66 -3.22 0.02
C -3.14 -3.28 0.29
H -1.12 -2.65 0.78
H -1.25 -4.24 -0.01
H -3.54 -2.29 0.54
H -3.28 -3.94 1.16
H -3.71 -3.72 -0.53
C -3.55 -0.47 -2.31
C -2.63 -1.94 -4.11
C -3.30 -0.11 -0.87
H -4.63 -0.52 -2.52
H -3.10 0.26 -2.98
H -4.03 -0.59 -0.21
H -3.46 0.97 -0.76
H -2.30 -0.34 -0.49
C -3.19 -3.17 -4.74
H -1.52 -1.92 -4.12
H -2.98 -1.04 -4.60
H -2.70 -4.07 -4.34
H -2.99 -3.15 -5.82
H -4.27 -3.24 -4.63
H -2.38 -2.27 -2.02
Mn 1.10 1.18 1.14
C 1.26 0.88 -0.66
Si 1.38 1.59 -2.38
H 0.23 0.43 -0.66
H 2.00 0.05 -0.71
C 1.86 0.13 -3.47
C 2.61 2.98 -2.44
C -0.32 1.98 -3.04
C 2.80 2.18 1.17
Si 3.38 2.19 2.94
H 2.56 3.18 0.75
H 3.56 1.76 0.48
C 4.77 3.44 3.03
C 4.05 0.50 3.38
C 2.01 2.67 4.13
H -0.28 2.84 -3.71
H -1.03 2.17 -2.23
H -0.71 1.12 -3.61
H 2.75 -0.38 -3.09
H 2.05 0.45 -4.51
H 1.03 -0.60 -3.49
H 3.60 2.62 -2.12
H 2.31 3.79 -1.76
H 2.70 3.38 -3.46
H 4.25 -0.11 2.49
H 3.36 -0.06 4.02
H 5.00 0.62 3.92
H 1.67 1.82 4.74
H 1.13 3.08 3.63
H 2.41 3.44 4.81
H 5.51 3.14 3.79
H 4.39 4.43 3.29
H 5.28 3.52 2.07
B -1.18 0.68 3.69
N -0.27 -0.48 3.20
C -0.10 -1.67 3.79
C 0.91 -2.37 3.12
C 1.40 -1.50 2.14
N 0.66 -0.34 2.18
N -1.48 1.70 2.55
C -2.56 2.48 2.40
C -2.39 3.29 1.29
C -1.12 3.00 0.78
N -0.57 2.00 1.55
H -0.68 1.23 4.66
H -2.25 0.21 4.10
H -0.68 -1.96 4.65
H 1.25 -3.38 3.30
H 2.25 -1.60 1.47
H -3.38 2.41 3.11
H -3.08 4.00 0.88
H -0.56 3.44 -0.03
```

=====

It is found that the energy values, taken in the order of the records, are -121544.1535 -77280.1544 -38886.0028 -59250.7841 -81442.1663 eV.